1.
The following is a DFT calculation (ωB97M-V with the def2-TZVPD basis set) of a molecular structure, C27H24Cl2F10N3Se3Te2Y at a distorted geometry.

XYZ file:
```
72
C27H24Cl2F10N3Se3Te2Y | the Open Molecules 2025 dataset | ωB97M-V with the def2-TZVPD basis set
Y 0.5685 1.2738 -1.2643
C 2.9235 -1.2831 -0.8848
N 1.7219 -1.0852 -1.7002
C 2.1407 -1.0614 -3.1144
C 2.9568 0.1519 -3.4941
N 2.5482 1.3609 -2.7586
C 3.3602 2.4336 -2.9334
C 4.3876 2.6374 -3.9120
F 4.6798 1.7251 -4.8750
C 5.0408 3.8725 -4.0259
F 6.0050 4.0170 -4.9460
C 4.7685 4.9508 -3.2459
F 5.3181 6.1880 -3.4809
C 3.8442 4.7582 -2.1931
F 3.5563 5.7649 -1.3668
C 3.1918 3.5656 -2.0629
F 2.3536 3.3639 -1.0116
C 0.7248 -2.1436 -1.4097
C -0.6078 -1.8383 -2.0984
N -0.8801 -0.3821 -2.1518
C -2.1240 -0.0959 -2.6528
C -2.7755 -0.7085 -3.7411
F -2.1633 -1.6567 -4.5151
C -4.0665 -0.3583 -4.0900
F -4.6657 -0.9674 -5.1448
C -4.7481 0.6859 -3.4775
F -5.9781 1.0050 -3.9017
C -4.1505 1.2805 -2.3468
F -4.8157 2.1950 -1.5844
C -2.8746 0.9428 -1.9994
F -2.2629 1.4895 -0.9646
H 3.4729 -2.1588 -1.1924
H 2.5797 -1.3309 0.1412
H 3.4799 -0.3458 -0.9625
H 1.1996 -1.0730 -3.6869
H 2.7328 -1.9417 -3.3688
H 2.8581 0.2830 -4.5501
H 4.0063 -0.0300 -3.2839
H 0.6109 -2.2094 -0.3296
H 1.0547 -3.1123 -1.7764
H -1.4283 -2.3548 -1.5564
H -0.5523 -2.2211 -3.0947
Se 0.2066 -0.1251 1.6309
Se -0.2912 3.4076 0.7757
Te -0.8607 4.8385 -1.2394
Se -0.4254 3.2193 -3.1716
C -3.6323 -2.3837 7.6836
C -3.2083 -2.0944 6.2568
C -2.1902 -2.8531 5.6737
C -1.8420 -2.6500 4.3496
C -0.7189 -3.4466 3.7474
C -2.4893 -1.7007 3.5519
Te -1.9785 -1.4522 1.4747
C -3.4981 -0.9088 4.1369
C -4.1986 0.1594 3.3743
C -3.8232 -1.1044 5.4736
H -2.8862 -2.1381 8.3867
H -3.8546 -3.4506 7.7952
H -4.5278 -1.8360 7.9890
H -1.6733 -3.5495 6.3109
H -0.3814 -4.2418 4.4048
H 0.1400 -2.7718 3.5895
H -1.0221 -3.8625 2.7864
H -3.4789 0.8398 2.9277
H -4.9040 0.7356 4.0000
H -4.8052 -0.2144 2.5609
H -4.5726 -0.4696 5.9472
Cl 5.1909 1.8372 1.3115
C 4.4527 0.4706 2.1205
Cl 5.6030 -0.5376 3.0015
H 3.9951 -0.1384 1.3474
H 3.6824 0.8342 2.8110
```

Values from the calculation:
Total charge: -2
Orbital gap, eV: 4.7


2.
The following is a DFT calculation (ωB97M-V with the def2-TZVPD basis set) of 3 unconnected molecules or ions with the total composition C3H15N2O2S at a distorted geometry.

XYZ file:
```
23
C3H15N2O2S | the Open Molecules 2025 dataset | ωB97M-V with the def2-TZVPD basis set
N -0.6549 -0.8453 -0.1216
C -0.7073 0.6700 -0.2239
C -0.3736 1.0750 -1.5561
S 1.3228 0.6588 -2.0454
C -2.0505 1.1688 0.1748
N -2.1387 0.8385 1.7086
H -1.6081 -1.1959 -0.4635
H 0.0393 -1.2997 -0.5377
H -0.6865 -1.2772 0.7879
H 0.1601 0.9802 0.5430
H -1.2865 0.7408 -2.2145
H -0.7756 2.1633 -1.6915
H 1.5817 0.5801 -3.2769
H -2.8964 0.6689 -0.4053
H -2.2096 2.3103 -0.0601
H -3.1184 0.7669 1.8703
H -1.7407 1.5953 2.2549
H 1.4504 -2.1088 1.2612
H 1.3399 -3.6181 1.1045
O 0.9619 -2.8151 0.8363
H 2.7515 -0.9783 2.5814
H 1.1572 -0.9332 2.9065
O 1.9157 -0.4813 2.4873
```

Values from the calculation:
Total charge: +1
Orbital gap, eV: 10.1


3.
The following is a DFT calculation (ωB97M-V with the def2-TZVPD basis set) of a molecular structure, C34H30BrMoNO4Sb2 at a distorted geometry.

XYZ file:
```
73
C34H30BrMoNO4Sb2 | the Open Molecules 2025 dataset | ωB97M-V with the def2-TZVPD basis set
Mo 1.1234 -0.1595 -0.7778
C -2.7671 -1.1320 0.5765
C -2.5906 0.2290 1.2453
C -1.5816 0.3068 2.3832
Sb 0.5356 0.9429 2.0314
C 1.2423 0.6495 4.0988
C 2.2418 -0.2054 4.5089
C 2.5599 -0.2557 5.8633
C 1.8844 0.5464 6.7635
C 0.8810 1.3912 6.3303
C 0.5488 1.4555 4.9845
C 0.7267 3.0491 1.6445
C 0.1908 3.5960 0.4809
C 0.3054 4.9563 0.2570
C 0.9500 5.7608 1.1890
C 1.4888 5.2038 2.3419
C 1.4073 3.8394 2.5691
Sb -1.2988 -1.8593 -0.9266
C -1.9072 -0.9767 -2.8268
C -2.3060 0.4282 -2.9023
C -2.7307 0.9099 -4.2204
C -2.5396 0.1463 -5.3453
C -2.0014 -1.1367 -5.2363
C -1.7269 -1.7011 -3.9759
C -2.0785 -3.9234 -1.3646
C -3.3801 -3.8849 -1.8169
C -4.0174 -5.0991 -2.0535
C -3.3476 -6.2905 -1.8411
C -2.0404 -6.2902 -1.3921
C -1.3827 -5.0842 -1.1449
H -3.7188 -1.1532 0.0317
H -2.8029 -1.9279 1.3279
H -3.5676 0.4440 1.6962
H -2.4164 1.0239 0.5174
H -1.9106 1.0687 3.0968
H -1.5021 -0.6484 2.9149
H 2.7782 -0.8446 3.8212
H 3.3314 -0.9318 6.1989
H 2.1451 0.5173 7.8130
H 0.3356 2.0159 7.0227
H -0.2251 2.1329 4.6548
H -0.3233 2.9706 -0.2433
H -0.1011 5.3917 -0.6422
H 1.0408 6.8210 1.0063
H 1.9821 5.8372 3.0623
H 1.8413 3.4067 3.4627
H -2.9749 0.7382 -2.0901
H -3.1596 1.9011 -4.2914
H -2.8117 0.5341 -6.3167
H -1.8168 -1.7209 -6.1277
H -1.3820 -2.7306 -3.9261
H -3.9116 -2.9599 -1.9976
H -5.0406 -5.0877 -2.4050
H -3.8526 -7.2295 -2.0296
H -1.5123 -7.2177 -1.2191
H -0.3633 -5.1053 -0.7880
O 0.1403 0.6619 -4.5737
C 0.2149 0.7502 -3.3848
O 1.1756 0.3760 -2.6107
C -1.0186 1.3784 -2.6613
O -1.1067 2.4643 -2.2169
O -0.3985 0.4336 -0.5384
Br 2.7285 -1.8204 0.8016
C 3.9343 -0.6647 -0.1810
C 5.3032 -0.7008 -0.0836
C 6.0130 0.1910 -0.8933
C 5.3127 1.0135 -1.7686
C 3.9260 0.9723 -1.7816
N 3.2204 0.1486 -0.9761
H 5.8205 -1.3779 0.5803
H 7.0927 0.2264 -0.8260
H 5.8419 1.6852 -2.4316
H 3.3490 1.6058 -2.4513
```

Values from the calculation:
Total charge: +4
Orbital gap (alpha / beta), eV: 4.6 / 4.6


4.
The following is a DFT calculation (ωB97M-V with the def2-TZVPD basis set) of a molecular structure, H18O10V at a distorted geometry.

XYZ file:
```
29
H18O10V | the Open Molecules 2025 dataset | ωB97M-V with the def2-TZVPD basis set
O -0.4428 -0.0694 0.0437
V 0.9651 0.6801 0.2772
O 1.7445 0.0673 3.4599
H 1.0751 0.1255 4.1416
H 2.5217 -0.2584 3.9139
O 4.1086 2.0721 0.1363
H 4.8877 1.6675 -0.2452
H 4.3186 3.0050 0.1780
O 0.5100 3.3841 -1.4536
H -0.2436 3.9741 -1.4424
H 0.8449 3.4395 -2.3486
O -3.9955 -2.1435 1.3013
H -3.5466 -2.8183 0.7920
H -3.6424 -2.2361 2.1862
O -4.8883 0.1747 -1.4761
H -5.2227 -0.4114 -2.1550
H -4.6603 -0.4052 -0.7495
O -0.9271 2.7788 2.1894
H -1.2126 3.5718 1.7358
H -1.2921 2.8616 3.0703
O 1.7485 0.0839 -2.8402
H 2.3451 0.6686 -3.3075
H 1.4723 -0.5534 -3.4988
O -1.5494 -3.8259 -1.4624
H -1.6330 -4.7209 -1.1333
H -1.7717 -3.8899 -2.3912
O 2.7328 -2.0291 0.3787
H 2.4362 -2.6766 -0.2608
H 3.3167 -2.5161 0.9603
```

Values from the calculation:
Total charge: +2
Orbital gap (alpha / beta), eV: 2.5 / 3.4
2S+1: 2
Expectation value of S²: 1.008


Record order is preserved below.
ΔE to the lowest compared entry with this formula, charge and spin: 0.0 52.8 0.0 172.5 kcal per mole